Record 1
The following is a quantum chemistry calculation of a 10-piece molecular cluster, C40H110N10O10 overall, from OMol25.

The geometry in XYZ format:
```
170
Properties=species:S:1:pos:R:3
C -2.7814 -2.0770 -3.5080
O -2.2045 -0.8177 -3.4669
C -1.4418 -0.4532 -4.6494
C -2.2655 -0.2165 -5.9448
C -1.4016 -0.0879 -7.1501
N -3.1402 0.9041 -5.8559
H -2.7934 -2.5183 -2.4635
H -2.2157 -2.7561 -4.1736
H -3.8684 -2.1268 -3.8166
H -0.9724 0.4422 -4.2758
H -0.6540 -1.2535 -4.8073
H -2.8636 -1.1209 -6.1019
H -0.7205 0.7608 -7.0842
H -2.0235 -0.0374 -7.9946
H -0.7828 -0.9369 -7.3113
H -4.0470 0.6735 -5.4265
H -2.7075 1.6090 -5.2801
C -4.4934 -5.8652 2.3637
O -3.9831 -5.0817 1.2935
C -2.7344 -5.5173 0.8654
C -2.2451 -4.4916 -0.1572
C -0.7584 -4.6212 -0.4376
N -2.6418 -3.0812 0.1594
H -4.6464 -6.8461 1.9485
H -5.4098 -5.4659 2.7366
H -3.7570 -6.1430 3.1415
H -2.0680 -5.4941 1.7473
H -2.8409 -6.5339 0.3802
H -2.7530 -4.7683 -1.0826
H -0.4167 -4.0843 -1.2705
H -0.4471 -5.6599 -0.4875
H -0.2070 -4.1535 0.4036
H -3.6759 -3.1433 0.3253
H -2.1889 -2.7397 1.0021
C 2.5580 3.9134 2.9951
O 3.5479 3.0021 3.3787
C 3.0496 2.1838 4.3891
C 3.9950 1.1025 4.6652
C 5.1909 1.5956 5.4070
N 4.3492 0.3660 3.4198
H 1.6525 3.3632 2.7378
H 2.8732 4.3867 2.0785
H 2.3005 4.7146 3.7073
H 2.8417 2.7704 5.2911
H 2.0806 1.8049 4.0606
H 3.5478 0.3405 5.2804
H 5.6979 2.2669 4.7235
H 5.8856 0.7552 5.6442
H 4.9496 2.2123 6.3109
H 4.6351 0.9983 2.6960
H 3.4851 -0.0529 3.1080
C -6.9456 -0.8991 -4.4840
O -6.4592 -1.1328 -3.1879
C -5.6748 -0.0173 -2.6515
C -4.9508 -0.4238 -1.3685
C -5.9920 -0.5917 -0.2020
N -3.8990 0.4971 -0.9541
H -7.7409 -0.1578 -4.4860
H -7.3853 -1.8912 -4.7823
H -6.1268 -0.4717 -5.1208
H -4.9343 0.2794 -3.4129
H -6.3269 0.8325 -2.4230
H -4.5758 -1.4147 -1.5053
H -6.5117 0.3457 -0.0764
H -5.4037 -0.8318 0.7198
H -6.6937 -1.3977 -0.2760
H -4.2974 1.4064 -0.8488
H -3.1748 0.5593 -1.6524
C 1.4494 -1.7795 -2.5704
O 1.4911 -1.2349 -1.2780
C 0.3488 -0.5974 -0.8943
C 0.5051 0.0818 0.4340
C 0.9299 -0.8973 1.5337
N -0.7812 0.7057 0.7542
H 0.5577 -2.4111 -2.7178
H 2.4028 -2.3603 -2.6336
H 1.4936 -0.9759 -3.3219
H 0.0568 0.1103 -1.6989
H -0.4847 -1.3221 -0.8302
H 1.2030 0.8873 0.3964
H 1.9772 -1.2293 1.2907
H 0.2723 -1.7404 1.7115
H 1.0385 -0.3103 2.4211
H -0.9075 0.9000 1.7616
H -1.5949 0.0835 0.5251
C -0.4151 3.7037 -6.2823
O -0.7014 3.5025 -4.8739
C -1.9315 4.1704 -4.4546
C -2.2807 4.0661 -2.9348
C -3.7488 4.2866 -2.8217
N -1.4411 5.1561 -2.2346
H -1.1777 3.2365 -6.8853
H 0.5466 3.1902 -6.4670
H -0.3558 4.7411 -6.4995
H -1.7816 5.2586 -4.7370
H -2.7714 3.7512 -4.9810
H -2.0244 3.0149 -2.6128
H -4.2127 4.1996 -1.8477
H -4.2462 3.5864 -3.4902
H -4.0307 5.2657 -3.1608
H -1.5611 4.9370 -1.2349
H -0.4912 5.0221 -2.4894
C 3.8325 -2.3492 5.2111
O 2.5563 -2.0785 4.5964
C 1.5840 -2.4327 5.5394
C 0.2433 -2.5050 4.8205
C -0.8840 -2.6541 5.8301
N 0.1403 -3.4664 3.7668
H 4.6751 -1.9389 4.6161
H 3.9937 -3.4219 5.3001
H 3.8536 -1.9816 6.2983
H 1.8364 -3.4782 5.9640
H 1.6241 -1.6741 6.3290
H 0.1469 -1.4962 4.3483
H -0.6665 -3.4181 6.5576
H -1.8238 -2.8501 5.2906
H -1.0285 -1.7262 6.3549
H 0.8727 -3.3157 3.0273
H 0.3178 -4.3859 4.0994
C 4.7728 -2.0461 1.0349
O 5.7854 -2.8133 0.5375
C 7.0669 -2.7050 1.2295
C 8.1308 -2.4673 0.2049
C 8.3865 -3.6384 -0.6982
N 9.4455 -2.0353 0.6745
H 5.0249 -0.9484 1.1491
H 4.3464 -2.2977 1.9906
H 4.0173 -2.1020 0.2935
H 7.0477 -1.8362 1.9383
H 7.2002 -3.6276 1.8445
H 7.8080 -1.6348 -0.4050
H 7.5054 -3.9769 -1.3364
H 8.7308 -4.4662 -0.0497
H 9.1661 -3.4175 -1.4547
H 9.9695 -2.8230 1.0521
H 9.2575 -1.3370 1.3543
C 5.3685 2.7518 -0.1091
O 4.1562 3.2015 -0.6584
C 3.2678 2.2019 -1.1595
C 2.0300 2.9230 -1.6506
C 2.4059 3.9995 -2.7795
N 1.2844 3.5329 -0.5947
H 5.9474 2.0707 -0.7688
H 5.1718 2.1577 0.7633
H 5.9299 3.7006 0.0554
H 3.6632 1.6366 -2.0076
H 3.2474 1.4252 -0.3599
H 1.3539 2.2302 -2.2129
H 3.0329 3.3460 -3.3800
H 3.0422 4.7935 -2.3859
H 1.5122 4.3542 -3.2840
H 0.5828 2.9471 -0.1970
H 1.7023 4.1723 0.0341
C -2.9096 0.4987 3.9855
O -2.7130 1.8008 3.4577
C -3.6962 2.2303 2.5916
C -3.4571 3.5958 2.0007
C -4.7340 3.9161 1.2280
N -2.2657 3.4316 1.0385
H -2.8152 -0.2929 3.1990
H -3.8498 0.3597 4.5087
H -2.1534 0.5122 4.7715
H -3.9369 1.5006 1.7856
H -4.6501 2.4312 3.1715
H -3.2624 4.3127 2.8614
H -5.1047 3.0376 0.6966
H -4.5590 4.7000 0.4873
H -5.5596 4.1726 1.8621
H -2.3519 2.5570 0.6039
H -1.3458 3.4268 1.4576
```

## Properties
F_max = 3.36 eV Å⁻¹
HOMO-LUMO gap = 8.88 eV
SMILES = COC[C@H](C)N.COC[C@H](C)N.COC[C@H](C)N.COC[C@H](C)N.COC[C@H](C)N.COC[C@H](C)N.COC[C@H](C)N.COC[C@H](C)N.COC[C@H](C)N.COC[C@H](C)N
E_LUMO = 0.6 eV
Total energy = -78632.841 eV
ΔE to the lowest compared entry with this formula, charge and spin = 2.926 eV



Record 2
The following is a quantum chemistry calculation of a 10-piece molecular cluster, C40H110N10O10 overall, from OMol25.

The geometry in XYZ format:
```
170
Properties=species:S:1:pos:R:3
C 3.5740 -1.2866 -11.4732
O 4.6570 -1.6274 -10.6248
C 4.1799 -1.9381 -9.3151
C 5.4267 -2.3271 -8.5310
C 6.0765 -3.5836 -9.0890
N 5.1110 -2.5824 -7.1166
H 4.0077 -1.0031 -12.4386
H 3.0475 -0.4046 -11.0982
H 2.9597 -2.1680 -11.6814
H 3.6871 -1.0884 -8.8276
H 3.4753 -2.7674 -9.4102
H 6.0880 -1.4531 -8.5615
H 6.9060 -3.9155 -8.4631
H 6.4202 -3.5257 -10.1212
H 5.3448 -4.3950 -9.1210
H 4.8449 -1.6981 -6.6902
H 5.9089 -2.8716 -6.5641
C 9.6809 -10.2439 -15.4652
O 8.9865 -9.2314 -16.1688
C 7.6864 -9.6548 -16.5192
C 7.1568 -8.6905 -17.5637
C 7.1720 -7.2459 -17.0818
N 5.7987 -9.1007 -17.9514
H 9.1258 -10.5099 -14.5539
H 10.6342 -9.8602 -15.1068
H 9.8036 -11.1316 -16.0892
H 7.6543 -10.6948 -16.8628
H 7.0211 -9.6467 -15.6366
H 7.7833 -8.8322 -18.4466
H 8.1665 -6.8167 -16.9314
H 6.6057 -7.1516 -16.1554
H 6.7753 -6.5998 -17.8700
H 5.4954 -8.5136 -18.7175
H 5.1238 -8.9956 -17.2042
C 0.6487 -3.3647 -7.5702
O 1.6797 -3.9632 -8.3228
C 1.2260 -5.0838 -9.0467
C 2.4510 -5.6236 -9.7911
C 2.1387 -6.8319 -10.6467
N 3.5007 -6.0068 -8.8372
H 0.3567 -3.9736 -6.7045
H -0.2364 -3.1570 -8.1777
H 1.0496 -2.4476 -7.1370
H 0.8585 -5.8848 -8.3889
H 0.4145 -4.8001 -9.7327
H 2.8584 -4.8136 -10.4042
H 1.5896 -6.5401 -11.5455
H 1.4848 -7.5813 -10.1936
H 3.0703 -7.2810 -10.9875
H 3.6658 -5.2692 -8.1596
H 3.1703 -6.8193 -8.3250
C 1.2470 -4.5259 -13.2158
O 2.5062 -3.9303 -13.2471
C 3.3988 -4.2171 -14.2915
C 4.8104 -3.8489 -13.8795
C 5.8528 -4.2943 -14.9154
N 5.1177 -4.4259 -12.5515
H 1.1169 -5.5697 -13.5236
H 0.6484 -4.0471 -14.0174
H 0.7587 -4.3048 -12.2716
H 3.2593 -5.2600 -14.6012
H 3.1840 -3.5557 -15.1458
H 4.8159 -2.7489 -13.8073
H 6.8518 -4.0639 -14.5568
H 5.5397 -3.7955 -15.8347
H 5.7348 -5.3737 -15.0115
H 5.7749 -3.8001 -12.0995
H 4.2457 -4.3585 -12.0319
C 1.6563 -0.7748 -14.6632
O 0.5127 -0.5587 -15.4998
C 0.6057 0.5894 -16.3217
C -0.7696 0.8789 -16.8935
C -1.7287 1.4151 -15.8025
N -1.2911 -0.3120 -17.5481
H 1.5488 -1.8516 -14.5103
H 1.6385 -0.1405 -13.7820
H 2.5539 -0.7557 -15.2927
H 1.0136 1.4553 -15.7895
H 1.2815 0.3908 -17.1667
H -0.6336 1.7068 -17.6002
H -2.6889 1.6518 -16.2647
H -1.2940 2.2882 -15.3176
H -1.9319 0.6013 -15.1026
H -1.1691 -1.0613 -16.8681
H -2.3025 -0.2904 -17.6305
C -1.4166 -2.2923 -11.4427
O -2.7668 -2.4442 -11.0957
C -3.3499 -3.6179 -11.6301
C -4.6843 -3.9427 -10.9922
C -5.2391 -5.2277 -11.6036
N -5.6584 -2.8428 -11.2417
H -1.1552 -1.2494 -11.6126
H -1.1360 -2.9955 -12.2316
H -0.7553 -2.5904 -10.6081
H -3.5558 -3.4457 -12.6945
H -2.6604 -4.4642 -11.4897
H -4.6418 -4.0657 -9.9086
H -4.8044 -6.0845 -11.0791
H -5.0111 -5.3981 -12.6575
H -6.3131 -5.2611 -11.4288
H -5.7199 -2.7864 -12.2646
H -5.2270 -1.9772 -10.9309
C -4.5175 -7.3611 -17.3081
O -3.4595 -7.2453 -16.3714
C -3.2834 -8.2801 -15.4368
C -2.6283 -7.6069 -14.2342
C -1.1318 -7.3598 -14.3758
N -2.9064 -8.3259 -12.9727
H -4.3216 -6.5923 -18.0564
H -5.4019 -6.9719 -16.7860
H -4.6571 -8.3496 -17.7383
H -4.2793 -8.6447 -15.1266
H -2.7855 -9.2005 -15.7736
H -3.1350 -6.6452 -14.1376
H -0.5318 -8.2225 -14.0707
H -0.8539 -6.5804 -13.6612
H -0.8176 -7.0758 -15.3793
H -3.5200 -9.1170 -13.1655
H -2.1018 -8.8393 -12.6175
C 7.2659 -6.5258 -11.2502
O 8.3486 -7.3066 -11.7283
C 8.6113 -7.0010 -13.0786
C 9.3728 -5.6991 -13.2571
C 9.7870 -5.4821 -14.7128
N 10.6319 -5.6945 -12.4622
H 6.8562 -6.9637 -10.3350
H 6.4210 -6.4612 -11.9333
H 7.6175 -5.5308 -10.9508
H 9.1361 -7.8441 -13.5459
H 7.7094 -6.9890 -13.7159
H 8.7862 -4.8283 -12.9542
H 10.3659 -4.5654 -14.8160
H 8.9286 -5.3121 -15.3737
H 10.3366 -6.3501 -15.0792
H 10.3173 -5.9094 -11.5148
H 11.1860 -6.5078 -12.7185
C -2.4262 -3.8655 -15.7240
O -3.0501 -2.7415 -16.2997
C -4.1933 -2.2868 -15.6097
C -5.2693 -3.3039 -15.2737
C -5.9666 -3.8870 -16.5027
N -6.1887 -2.6387 -14.3112
H -2.4385 -3.8950 -14.6237
H -1.3565 -3.8128 -15.9358
H -2.8732 -4.7973 -16.0777
H -3.8362 -1.8342 -14.6648
H -4.5951 -1.3969 -16.1084
H -4.8086 -4.1044 -14.6872
H -5.2202 -4.1274 -17.2633
H -6.6735 -3.1745 -16.9299
H -6.4784 -4.8089 -16.2236
H -6.3205 -1.6921 -14.6679
H -7.1085 -3.0619 -14.4045
C 7.3710 -0.7889 -14.8764
O 7.6261 -0.6631 -13.4973
C 8.1671 -1.8403 -12.9336
C 8.9190 -1.4275 -11.6565
C 9.8405 -2.5346 -11.1553
N 7.9436 -1.1047 -10.5711
H 8.3070 -0.8597 -15.4459
H 6.8710 0.1257 -15.1948
H 6.7549 -1.6568 -15.1353
H 7.3910 -2.5753 -12.6905
H 8.8916 -2.2951 -13.6253
H 9.5607 -0.5768 -11.8915
H 10.5725 -2.2952 -10.3929
H 10.3842 -2.9215 -12.0285
H 9.2266 -3.3896 -10.8445
H 7.3690 -1.9445 -10.5605
H 7.2835 -0.4572 -11.0077
```

## Properties
F_max = 2.51 eV Å⁻¹
HOMO-LUMO gap = 9.26 eV
SMILES = COC[C@H](C)N.COC[C@H](C)N.COC[C@H](C)N.COC[C@H](C)N.COC[C@H](C)N.COC[C@H](C)N.COC[C@H](C)N.COC[C@H](C)N.COC[C@H](C)N.COC[C@H](C)N
E_LUMO = 0.4 eV
Total energy = -78634.068 eV
ΔE to the lowest compared entry with this formula, charge and spin = 1.700 eV



The records above give, respectively, HOMO level values of -8.319, -8.895 eV.